# 1
Formula: C34H47Cl16F4INO3P
Source: the OMol25 dataset
Level of theory: ωB97M-V with the def2-TZVPD basis set

Each line ends with the Mulliken charge.
Element x y z (Å)
O  -2.1144  3.9227  -3.5182  -0.7230
P  -2.9710  3.8447  -2.3127  0.6521
C  -2.2983  2.6962  -0.9935  -0.6944
I  -1.8668  4.0262  0.6709  0.2230
C  -0.8492  2.2931  -1.4606  0.2293
O  0.0455  3.0195  -1.8010  -0.5568
O  -0.7091  0.9230  -1.3807  -0.4323
C  -1.7821  0.4571  -0.5566  -0.9959
C  -1.8832  -1.0710  -0.7312  0.6156
F  -0.9357  -1.6051  0.0940  -0.3642
F  -3.0628  -1.5981  -0.3246  -0.2455
C  -1.5728  -1.6080  -2.1746  0.3763
F  -2.5115  -2.4886  -2.5908  -0.3160
F  -0.3937  -2.2914  -2.1410  -0.2729
C  -3.0571  1.3513  -0.6997  3.4907
C  -3.7472  1.1871  0.6743  -2.4643
C  -4.8145  2.2201  1.0146  1.0699
C  -5.4184  3.0850  0.1295  0.5573
C  -6.3474  4.0003  0.5833  -1.0786
C  -6.7136  4.0928  1.9014  -0.5381
C  -6.1339  3.1902  2.7901  -0.7754
C  -5.2107  2.2860  2.3443  -0.4838
C  -3.9143  0.7895  -1.8544  0.0461
C  -5.1597  0.2121  -1.6039  0.3583
C  -5.8643  -0.3224  -2.6688  -0.4646
C  -5.2828  -0.2557  -3.9206  -0.9562
N  -4.1214  0.3014  -4.2170  -0.6709
C  -3.4757  0.7972  -3.1715  -0.1531
H  -4.2090  3.3003  -2.7327  -0.1178
H  -3.1909  5.1259  -1.7628  0.1144
H  -1.3267  0.5430  0.4416  0.2808
H  -1.4696  -0.8363  -2.9406  0.1782
H  -2.9696  1.2788  1.4460  0.6081
H  -4.1937  0.1974  0.8217  0.6228
H  -5.1719  3.0517  -0.9289  0.2439
H  -6.8092  4.7017  -0.1125  0.3884
H  -7.4252  4.8380  2.2451  0.4152
H  -6.4233  3.2543  3.8375  0.3979
H  -4.7951  1.6065  3.0907  0.4472
H  -5.5979  0.1372  -0.6141  -0.7572
H  -6.8252  -0.8162  -2.5620  0.4612
H  -5.8355  -0.7070  -4.7486  0.4391
H  -2.4978  1.2525  -3.3712  0.6083
Cl  2.1804  4.2327  3.3270  -0.2173
C  2.6185  2.5836  2.7930  -0.2108
C  1.7341  2.0875  1.6818  -0.3470
Cl  0.0610  1.7800  2.2275  -0.1634
H  2.5754  1.9266  3.6595  0.2395
H  3.6512  2.6184  2.4373  0.0675
H  2.1204  1.1415  1.3038  0.3651
H  1.6900  2.7947  0.8546  0.3205
Cl  -6.3677  2.8873  -3.9451  0.0151
C  -6.8853  3.8182  -5.3740  -0.6402
C  -7.9027  3.0680  -6.1959  -0.4589
Cl  -7.1964  1.6446  -7.0013  -0.1755
H  -5.9992  4.0611  -5.9565  0.3253
H  -7.3199  4.7478  -5.0084  0.3344
H  -8.2914  3.7166  -6.9800  0.3450
H  -8.7373  2.7300  -5.5856  0.3051
Cl  3.8730  -0.8611  4.4640  -0.2160
C  5.6136  -0.4629  4.4577  0.3929
C  5.8593  0.9773  4.0926  -0.3194
Cl  5.4634  1.3055  2.3828  -0.2830
H  6.1136  -1.1414  3.7684  0.0756
H  5.9871  -0.6560  5.4594  -0.1383
H  6.9092  1.2219  4.2253  0.1312
H  5.2720  1.6549  4.7110  0.3816
Cl  5.9866  -2.5593  1.2374  -0.1969
C  7.3752  -1.8900  0.3437  0.1471
C  8.6827  -2.4786  0.8068  -0.4513
Cl  9.1214  -1.9566  2.4589  -0.1822
H  7.3586  -0.8072  0.4546  0.2877
H  7.2196  -2.1295  -0.7076  -0.1379
H  9.4868  -2.1525  0.1536  0.1730
H  8.6523  -3.5655  0.7949  0.3808
Cl  6.9796  -1.6409  7.8198  -0.1931
C  8.7123  -1.2255  7.7849  -0.4298
C  8.9460  0.2157  7.4072  -0.5335
Cl  8.5342  0.5451  5.7014  -0.1496
H  9.2079  -1.9045  7.0946  0.3069
H  9.1010  -1.4091  8.7856  0.3328
H  10.0000  0.4617  7.5293  0.3493
H  8.3639  0.8919  8.0291  0.3099
Cl  -8.6754  -3.2943  0.1180  -0.1903
C  -7.3097  -3.0553  1.2370  -0.2984
C  -7.4734  -1.8119  2.0755  -0.5495
Cl  -7.3280  -0.3250  1.1032  -0.0410
H  -6.3943  -3.0229  0.6495  0.1662
H  -7.2716  -3.9314  1.8830  0.3566
H  -6.6915  -1.7733  2.8332  0.2615
H  -8.4375  -1.7914  2.5784  0.4051
Cl  6.4263  -3.4969  -3.3311  -0.1353
C  7.8140  -2.9029  -4.2768  -0.6215
C  9.1155  -3.5422  -3.8606  -0.4220
Cl  9.6073  -3.0219  -2.2281  -0.1646
H  7.8517  -1.8213  -4.1662  0.3068
H  7.6086  -3.1333  -5.3214  0.3748
H  9.9066  -3.2425  -4.5467  0.3191
H  9.0551  -4.6280  -3.8631  0.3056
Cl  3.6161  -3.9329  -2.5961  -0.1302
C  1.9624  -4.4891  -2.2275  -0.3277
C  1.9351  -5.9222  -1.7600  -0.4226
Cl  2.3473  -7.0659  -3.0650  -0.1996
H  1.3537  -4.3467  -3.1173  0.3086
H  1.5771  -3.8391  -1.4431  0.1475
H  0.9325  -6.1782  -1.4201  0.3136
H  2.6282  -6.0864  -0.9380  0.3324

Results
**Total charge**: 0
**LUMO energy**: -0.011 Ha
**Orbital gap**: 8.82 eV

---

# 2
Formula: CH6N3
Source: the OMol25 dataset
Level of theory: ωB97M-V with the def2-TZVPD basis set

Each line ends with the Mulliken charge.
Element x y z (Å)
C  0.9693  -0.6768  -0.0854  -0.1937
N  1.4428  0.6514  0.0986  -0.3390
N  -0.1455  -0.4176  0.7807  -0.3028
N  -1.0971  0.4145  0.1053  -0.2058
H  0.8559  -0.7794  -1.2270  0.2586
H  1.5080  -1.4505  0.2406  0.3945
H  2.1092  0.5811  0.8740  0.2732
H  -2.0213  0.0370  0.2488  0.3501
H  -0.9415  0.7365  -0.7946  0.3621
H  -1.3398  1.3637  0.5806  0.4029

Results
**Total charge**: +1
**LUMO energy (alpha / beta)**: -0.238 / -0.221 Ha
**Orbital gap (alpha / beta)**: 9.61 / 10.28 eV

---

# 3
Formula: C35H48AsBBrCl3N6O2PS2Si3Ti
Source: the OMol25 dataset
Level of theory: ωB97M-V with the def2-TZVPD basis set

Each line ends with the Mulliken charge.
Element x y z (Å)
Ti  -0.9958  0.3292  -0.1366  -1.9412
B  2.3967  0.8569  -0.4277  0.0892
N  1.9373  -0.2928  0.5033  0.3004
C  2.7229  -1.1497  1.1487  -0.6256
C  1.9553  -1.8670  2.0549  -1.5368
C  0.6737  -1.3660  1.8900  -0.4516
N  0.6637  -0.4186  0.9373  1.1686
N  1.6002  0.7766  -1.7429  -0.1577
C  2.0824  0.8065  -2.9840  -0.4769
C  1.0225  0.8074  -3.8742  -1.5174
C  -0.1011  0.7586  -3.0647  -0.6093
N  0.2540  0.7437  -1.7704  1.3512
H  2.1214  1.8999  0.1226  -0.3857
H  3.5668  0.7325  -0.6590  -0.2413
H  3.7792  -1.1944  0.9449  0.4734
H  2.2728  -2.6322  2.7412  0.5780
H  -0.2146  -1.6395  2.4304  0.2440
H  3.1432  0.8184  -3.1661  0.5144
H  1.0639  0.7981  -4.9484  0.5073
H  -1.1294  0.7456  -3.3805  0.4767
Br  -1.4663  -3.3823  0.2101  0.1993
C  -2.4343  -2.3759  -1.0622  0.1816
C  -3.3471  -3.0778  -1.8241  -0.8239
C  -4.1404  -2.3853  -2.7226  -0.7144
C  -4.0229  -1.0107  -2.7719  -1.0335
C  -3.0954  -0.3869  -1.9646  0.0705
N  -2.2508  -1.0514  -1.1335  1.5025
C  -3.0129  1.0992  -1.8823  0.3699
O  -3.6863  1.8190  -2.5860  -0.7637
O  -2.1852  1.5184  -0.9666  0.1786
H  -3.4222  -4.1483  -1.7123  0.4955
H  -4.8541  -2.9142  -3.3383  0.4526
H  -4.6373  -0.4005  -3.4179  0.5847
S  0.4881  -4.6658  -4.3775  -0.5725
P  1.2976  -4.0488  -2.6857  0.9475
S  0.7724  -2.2507  -2.0377  -0.5650
C  3.1292  -4.1282  -2.7977  0.1492
C  3.7196  -5.3483  -3.1164  -0.5395
C  5.0950  -5.4385  -3.2532  -0.6666
C  5.8854  -4.3110  -3.0652  -0.4368
C  5.2982  -3.0954  -2.7500  -0.5766
C  3.9184  -3.0022  -2.6153  0.3277
C  1.0292  -5.2686  -1.3369  0.1037
C  0.2476  -6.3978  -1.5271  -0.3415
C  0.0297  -7.2750  -0.4707  -0.5028
C  0.5820  -7.0119  0.7735  -0.4859
C  1.3586  -5.8752  0.9667  -0.4498
C  1.5871  -5.0070  -0.0880  -0.4196
H  3.0869  -6.2160  -3.2617  0.3404
H  5.5537  -6.3873  -3.5044  0.3723
H  6.9614  -4.3817  -3.1719  0.3500
H  5.9165  -2.2175  -2.6041  0.4031
H  3.4424  -2.0620  -2.3608  -0.0148
H  -0.1814  -6.5738  -2.5068  0.3771
H  -0.5770  -8.1605  -0.6174  0.3864
H  0.4060  -7.6937  1.5971  0.3714
H  1.7764  -5.6661  1.9447  0.3939
H  2.1758  -4.1073  0.0491  0.2236
C  1.8863  2.0727  3.3926  -0.8965
Si  1.1928  3.5229  2.3801  1.1240
C  2.5970  4.2577  1.3146  -1.2988
C  0.8168  4.8960  3.6502  -1.4162
As  -0.5351  2.5790  1.0039  1.1248
Si  -2.3906  2.7534  2.4990  0.6442
C  -2.6300  4.5205  3.1725  -1.2509
C  -4.0416  2.3114  1.6913  -0.7489
C  -1.9007  1.6661  3.9773  -1.0190
Si  -1.0306  4.3978  -0.4551  0.6936
C  -0.0641  4.1467  -2.0677  -1.1341
C  -0.3895  6.0257  0.3119  -1.0667
C  -2.8661  4.7326  -0.7554  -0.9590
H  2.8687  2.2977  3.8119  0.4940
H  1.9845  1.1908  2.7542  0.0210
H  1.2190  1.8189  4.2189  0.2446
H  3.5669  3.8627  1.6196  0.5199
H  2.6341  5.3449  1.3993  0.3704
H  2.4574  4.0044  0.2626  0.2146
H  1.7569  5.2433  4.0831  0.4104
H  0.1862  4.5347  4.4638  0.3169
H  0.3228  5.7534  3.1917  0.3666
H  -2.6077  5.2658  2.3747  0.2188
H  -1.8660  4.7865  3.9032  0.3336
H  -3.6010  4.5865  3.6680  0.4401
H  -4.7115  3.1725  1.6557  0.4650
H  -4.5356  1.5285  2.2655  0.3336
H  -3.9162  1.9484  0.6750  -0.1029
H  -1.1883  0.8924  3.6829  0.0781
H  -2.7839  1.1662  4.3814  0.4072
H  -1.4544  2.2588  4.7787  0.3825
H  0.8735  3.6191  -1.8751  0.1231
H  0.1754  5.0957  -2.5515  0.5490
H  -0.6374  3.5468  -2.7751  0.2802
H  0.7008  6.0582  0.3415  0.2522
H  -0.7579  6.1371  1.3340  0.1182
H  -0.7396  6.8829  -0.2658  0.4471
H  -3.3244  3.9513  -1.3573  0.1527
H  -2.9999  5.6814  -1.2800  0.4750
H  -3.4069  4.7900  0.1922  0.1579
Cl  -4.4246  -3.0626  1.9970  -0.1058
C  -3.3590  -1.9497  2.7782  -0.2895
Cl  -2.4637  -2.5956  4.1124  -0.1413
Cl  -5.0423  -0.6773  4.0269  -0.4429
C  -2.6934  -1.0359  2.0005  0.0513
N  -2.1359  -0.2064  1.3878  0.4278

Results
**<S²>**: 2.01
**Total charge**: -1
**LUMO energy (alpha / beta)**: 0.053 / 0.026 Ha
**Spin multiplicity**: 3
**Orbital gap (alpha / beta)**: 6.25 / 5.49 eV

---

# 4
Formula: C10H18BBr4N2O14
Source: the OMol25 dataset
Level of theory: ωB97M-V with the def2-TZVPD basis set

Each line ends with the Mulliken charge.
Element x y z (Å)
N  1.5280  -12.0683  -8.4427  -0.0482
H  1.1402  -11.4502  -9.1409  0.3532
H  0.8880  -12.6492  -7.9201  0.1293
H  2.1381  -11.6475  -7.7565  0.1746
H  2.2146  -12.6795  -8.8614  0.4379
N  0.1570  -11.2868  -5.0540  0.4056
H  1.0503  -10.8623  -5.2590  0.3619
H  -0.5654  -10.5812  -5.0738  -0.0212
H  0.1120  -11.7832  -4.1756  0.3332
H  -0.0340  -12.0071  -5.7357  0.0618
O  3.6546  -13.5790  -3.4589  -0.6975
C  2.6717  -14.2162  -3.0170  0.7834
O  2.7704  -15.4610  -2.8499  -0.5583
B  1.5036  -16.0650  -2.3488  1.1883
O  0.5493  -14.9664  -2.3535  -0.4810
C  1.2428  -13.8198  -2.6396  0.6019
O  0.7865  -12.6863  -2.6003  -0.8618
O  1.6356  -16.5800  -0.9962  -0.5142
C  1.5654  -17.9176  -1.0131  0.5709
O  1.7909  -18.7303  -0.0850  -0.6420
C  0.9923  -18.2878  -2.4028  0.5888
O  1.0289  -17.2248  -3.1642  -0.3998
O  0.6423  -19.4528  -2.6845  -0.6617
O  4.5960  -10.8021  -5.3463  -0.4795
C  3.6575  -11.1860  -6.1830  0.8530
O  2.5872  -10.5237  -6.2234  -1.0153
O  3.7995  -12.2397  -6.8371  -0.7579
H  4.1660  -9.9750  -5.1169  0.2992
O  -0.5920  -15.5259  -7.1744  -0.4928
C  0.1796  -14.6107  -6.7072  0.6310
O  -0.2110  -13.4600  -6.8298  -0.9833
O  1.2392  -14.8895  -6.1449  -0.6782
H  -1.3183  -14.9229  -7.3488  0.3309
Br  -2.5153  -11.1850  -8.0754  -0.1277
C  -3.0456  -9.2766  -8.1286  -0.6074
C  -1.8572  -8.3424  -8.2096  -0.4998
Br  -0.4130  -8.8252  -6.9757  -0.0705
H  -3.6305  -9.1223  -7.2219  0.2994
H  -3.7507  -9.2023  -8.9565  0.3646
H  -2.1112  -7.3181  -7.9368  0.3308
H  -1.5532  -8.2888  -9.2550  0.3450
Br  -2.0615  -7.1259  -0.4237  -0.1400
C  -2.9405  -8.8663  -0.8136  -0.6000
C  -3.4222  -8.9211  -2.2930  -0.6195
Br  -1.8901  -9.1922  -3.5076  0.0493
H  -3.7888  -8.8170  -0.1310  0.3420
H  -2.2918  -9.6502  -0.4226  0.3808
H  -3.8928  -7.9936  -2.6190  0.3575
H  -4.0584  -9.8016  -2.3833  0.3835

Results
**Total charge**: -1
**LUMO energy**: 0.048 Ha
**Orbital gap**: 7.26 eV

---

# 5
Formula: C2HNO3S
Source: the OMol25 dataset
Level of theory: ωB97M-V with the def2-TZVPD basis set

Each line ends with the Mulliken charge.
Element x y z (Å)
O  -0.2070  0.9992  2.1328  -0.4246
C  0.4111  0.9872  1.1344  0.8067
N  1.5590  0.8277  0.4631  -0.3918
O  0.2773  1.0532  -0.2139  -0.2391
H  2.1297  1.5843  0.5417  0.2511
O  -0.7675  -2.8989  -1.0554  -0.3355
C  -1.3658  -1.9210  -1.2177  0.6179
S  -2.0367  -0.6317  -1.7849  -0.2849

Results
**Total charge**: 0
**Structure (SMILES)**: O=C1NO1.O=C=S
**LUMO energy**: 0.017 Ha
**Orbital gap**: 10.99 eV

---

# 6
Formula: C16H17NO
Source: the OMol25 dataset
Level of theory: ωB97M-V with the def2-TZVPD basis set

Each line ends with the Mulliken charge.
Element x y z (Å)
C  -2.4863  0.4158  -1.5872  -1.1577
C  -2.1939  -0.4893  -0.4642  1.1405
C  -1.1842  -0.2847  0.4350  -0.9611
N  -0.9626  -1.4921  1.2068  -0.0512
C  -1.8854  -2.4041  0.7656  -0.3247
C  -2.2065  -3.7067  1.2265  -0.6311
C  -3.3027  -4.3614  0.6516  -0.4466
C  -3.9781  -3.7971  -0.4670  -0.6494
C  -3.7068  -2.5078  -0.9146  -0.3975
C  -2.7428  -1.7828  -0.2850  0.7869
H  -3.5489  0.0627  -1.9382  0.3010
H  -1.6849  0.2744  -2.3444  0.1981
H  -2.5439  1.5019  -1.2752  0.3641
H  -0.5667  0.5624  0.5670  0.1595
H  -0.2809  -1.6843  1.9049  0.1913
H  -1.5866  -4.1202  2.0098  0.3399
H  -3.5772  -5.3042  1.1979  0.2955
H  -4.6364  -4.3931  -1.0538  0.4004
H  -4.3424  -1.8237  -1.5625  0.1201
C  0.0466  2.5157  -0.3249  -0.6104
C  1.5726  2.2374  -0.0871  0.3528
C  2.4350  1.0884  -0.1589  -0.3596
C  3.7817  1.2355  -0.1020  -0.5538
C  4.4143  2.4621  0.0958  0.7699
O  5.6579  2.6203  -0.2833  -0.5262
C  3.6228  3.4897  0.4791  -0.5899
C  2.2809  3.5196  0.2535  -0.6079
H  -0.2960  2.0526  -1.3074  0.1023
H  0.0340  3.6301  -0.2252  0.2574
H  -0.6227  1.9894  0.3898  0.4422
H  2.0122  0.1325  -0.2490  0.5405
H  4.3717  0.5015  -0.5373  0.2585
H  6.2400  1.8149  -0.3868  0.3325
H  4.1265  4.1314  1.2220  0.2781
H  1.5733  4.3720  0.3092  0.2356

Results
**Total charge**: 0
**Structure (SMILES)**: Cc1c[nH]c2ccccc12.Cc1ccc(O)cc1
**LUMO energy**: 0.025 Ha
**Orbital gap**: 8.55 eV

---

- Look up the total charge of the sixth one.
  0